# C29H86N16O11

A cluster of 11 separate species, C29H86N16O11 in total in a non-equilibrium geometry (wB97M-V/def2-TZVPD, the OMol25 dataset).

Geometry as XYZ:
```
142
Properties=species:S:1:pos:R:3:forces:R:3:lowdin_charge:R:1
C 0.853489 -5.132099 -2.079549 3.9 0.8 -0.9 -0.801
O 2.027930 -4.829367 -2.312698 0.0 0.0 0.2 0.013
N 0.088381 -5.706357 -2.931248 -0.8 -2.1 -4.4 0.176
N 0.213048 -4.931223 -1.018247 -1.8 1.6 6.5 0.202
H 0.649447 -5.616773 -3.766275 -1.3 -0.7 -1.3 0.129
H -0.907342 -5.603947 -2.796528 0.2 -0.1 -1.1 0.119
H 0.735891 -4.546763 -0.244350 -0.6 -0.2 0.2 0.123
H -0.641341 -5.459933 -0.915377 0.2 0.5 0.9 0.134
C 0.759492 5.113739 -5.695099 -0.5 3.4 0.9 -0.804
O 0.547192 6.282077 -5.923453 -0.4 2.4 -1.3 0.009
N 1.977874 4.647829 -5.686894 2.5 -2.0 -0.4 0.182
N -0.176116 4.366808 -5.187219 -2.5 -2.7 0.9 0.160
H 2.062435 3.704718 -5.335493 0.8 0.5 -0.3 0.040
H 2.724314 5.297817 -5.887968 -0.1 -0.5 0.1 0.127
H 0.082718 3.425665 -4.927680 -0.4 -0.3 0.3 0.044
H -1.026780 4.801257 -4.859025 0.3 -0.1 -0.4 0.117
C 4.592133 -2.344906 -2.120917 0.1 0.1 0.5 -0.736
O 5.304633 -1.392917 -2.328989 0.9 0.9 -1.5 0.028
N 3.979852 -2.431850 -0.934300 -1.4 -0.5 2.2 0.144
N 4.294894 -3.408010 -2.889248 0.6 -0.3 -1.3 0.165
H 4.045108 -1.671516 -0.272679 0.2 -0.4 -0.3 0.106
H 3.524896 -3.301581 -0.696245 -0.1 0.4 0.3 0.084
H 3.648759 -4.100047 -2.537535 0.0 0.1 -0.5 0.039
H 4.668408 -3.476848 -3.825114 0.0 0.0 0.4 0.109
C -1.070498 3.172422 3.266010 -0.8 0.2 1.5 -0.705
O -2.094390 3.074939 2.613205 -0.2 0.2 -0.4 0.025
N 0.072062 2.569336 3.008641 1.8 -1.3 -1.2 0.176
N -1.001094 3.824496 4.448443 -0.6 1.2 1.0 0.164
H 0.911166 2.796415 3.522878 -0.2 -0.4 -0.3 0.109
H 0.069451 1.852476 2.297150 0.4 0.2 0.3 0.059
H -1.837518 4.258858 4.811518 0.3 0.0 -0.1 0.115
H -0.153396 3.838903 4.997360 -0.4 0.0 -0.1 0.105
C -4.091345 0.659096 0.604722 -1.7 -0.9 -0.1 -0.771
O -3.096116 0.060433 0.325241 3.0 -1.6 -1.5 0.018
N -4.090643 1.726146 1.337336 0.4 3.1 1.8 0.188
N -5.297587 0.231069 0.248511 -3.4 -0.9 -0.9 0.170
H -4.891096 2.174907 1.759221 0.2 -0.2 -0.4 0.125
H -3.179957 2.130710 1.501896 -0.1 0.2 0.5 0.059
H -6.138079 0.706325 0.544834 0.4 0.2 0.0 0.102
H -5.513162 -0.520229 -0.391155 0.9 0.0 0.2 0.114
C 0.803564 -5.352855 4.399563 -0.8 -0.9 0.3 -0.061
C -0.703132 -5.146631 4.117997 1.2 -0.2 0.1 -0.419
C -1.486481 -4.649455 5.319890 -0.5 0.0 0.5 -0.201
O -1.468834 -5.607911 6.399566 0.1 0.0 -0.5 -0.197
C -2.420942 -5.457740 7.469373 0.6 0.2 -1.0 -0.085
N -0.777963 -4.209770 2.972059 -0.9 -0.4 0.9 0.039
H 1.015745 -5.958248 5.280803 -0.1 0.1 0.2 0.072
H 1.306783 -4.390527 4.493228 0.0 0.0 -0.1 0.077
H 1.172182 -5.938883 3.557662 0.5 0.3 -0.1 0.068
H -1.183238 -6.072914 3.802390 0.2 -0.2 0.1 0.136
H -2.483328 -4.430915 4.936966 -0.4 -0.2 0.3 0.110
H -1.095626 -3.695453 5.673756 0.3 0.3 0.1 0.117
H -2.185555 -6.208013 8.224221 0.1 0.0 -0.2 0.085
H -3.429002 -5.631827 7.093066 -0.2 0.1 0.1 0.083
H -2.329713 -4.469119 7.919259 -0.2 0.1 0.0 0.080
H -0.464889 -3.327173 3.350345 0.0 0.6 -0.5 0.044
H -0.090083 -4.532371 2.306591 0.1 0.2 -0.1 0.043
C 0.621202 -1.318039 -0.849716 -0.7 1.6 0.4 -0.030
C 0.968660 -0.152277 0.085925 3.1 -0.8 1.0 -0.411
C 0.275972 1.137138 -0.073863 -2.2 1.3 -0.4 -0.203
O 0.604640 1.866235 -1.266365 0.0 -0.4 0.0 -0.191
C -0.054716 3.119789 -1.343020 0.2 0.5 0.0 -0.091
N 1.072914 -0.513046 1.526099 -0.3 0.0 -0.3 0.054
H 0.656594 -0.865143 -1.840544 0.2 -0.5 -0.4 0.072
H -0.414973 -1.600210 -0.663127 -0.1 -0.4 0.0 0.075
H 1.326109 -2.138841 -0.717470 -0.1 0.1 -0.2 0.046
H 2.015294 0.101009 -0.082900 0.4 0.0 -0.6 0.128
H 0.372473 1.876702 0.721016 0.8 -0.5 0.1 0.089
H -0.782617 0.880490 -0.033557 -0.7 0.3 -0.4 0.113
H 0.304132 3.688825 -2.200651 -0.2 -0.6 -0.6 0.074
H 0.208559 3.838922 -0.567365 0.2 -0.4 0.9 0.073
H -1.141186 3.033599 -1.326546 -0.1 -0.2 -0.2 0.097
H 0.249203 -0.986932 1.868185 -0.2 -0.3 -0.3 0.012
H 1.777926 -1.232496 1.599984 0.4 0.1 0.0 0.064
C 3.242187 2.566491 -3.448814 0.3 -0.1 -0.6 -0.047
C 2.564992 1.771113 -4.575893 0.8 -2.8 0.6 -0.413
C 3.001332 0.249291 -4.557314 -0.6 0.9 -0.7 -0.188
O 2.399195 -0.378631 -5.729946 0.2 -2.7 1.0 -0.205
C 2.551374 -1.940743 -5.637935 1.6 2.6 0.1 -0.019
N 1.116819 1.849888 -4.450477 -0.4 -0.2 -0.1 0.046
H 4.241559 2.885431 -3.744828 -0.1 0.2 -0.2 0.083
H 3.417942 1.995802 -2.536938 -0.5 -0.2 0.0 0.076
H 2.622403 3.435853 -3.229348 0.2 0.1 0.1 0.067
H 2.917470 2.007886 -5.579779 -0.3 0.8 -0.1 0.130
H 2.638332 -0.206737 -3.636242 0.0 -0.2 0.2 0.106
H 4.090792 0.220339 -4.575800 0.1 -0.4 -0.1 0.122
H 2.401267 -2.254176 -4.604820 -0.6 0.0 -0.1 0.052
H 3.606977 -2.134941 -5.827924 0.3 0.2 0.1 0.065
H 2.091311 -2.541245 -6.422682 -1.0 0.8 0.2 0.075
H 0.718625 1.022601 -4.871337 0.0 -0.1 -0.9 0.083
H 0.859023 1.672301 -3.490218 0.2 0.4 0.7 0.056
C -2.885716 -2.863398 -6.297778 -0.6 -0.5 0.1 -0.051
C -1.977181 -2.708029 -5.104127 0.3 3.1 -0.2 -0.491
C -2.611955 -2.776399 -3.724073 -0.9 0.8 -0.1 -0.154
O -3.519826 -1.663525 -3.401370 0.2 -3.1 0.2 -0.189
C -2.887449 -0.448524 -3.128762 -0.1 0.2 -1.2 -0.114
N -0.824546 -3.533077 -5.242080 0.6 -2.0 0.1 0.056
H -3.092890 -3.927280 -6.413277 -0.3 -0.1 -0.4 0.078
H -2.433055 -2.449381 -7.198768 0.3 -0.4 0.1 0.084
H -3.816585 -2.308490 -6.180890 -0.1 -0.2 0.3 0.084
H -1.656756 -1.679424 -5.269654 0.5 0.3 0.5 0.124
H -1.837573 -2.877988 -2.963725 0.2 0.4 0.2 0.106
H -3.146836 -3.726130 -3.721900 -0.7 0.1 0.4 0.122
H -2.575745 -0.142119 -4.127290 0.5 1.0 0.2 0.079
H -2.043018 -0.496925 -2.441223 0.0 -0.1 0.2 0.075
H -3.675528 0.209407 -2.762495 0.3 0.1 0.1 0.091
H -1.126873 -4.449434 -4.943753 -0.4 -0.9 -0.7 0.049
H -0.102059 -3.466926 -4.539424 0.3 1.4 0.2 0.054
C 2.052188 8.092212 1.136213 -0.4 0.6 -1.2 -0.089
C 1.722568 7.102828 2.207049 1.3 0.5 -0.2 -0.436
C 1.949955 5.627594 1.829201 -0.2 -0.7 -0.4 -0.167
O 3.305040 5.095014 2.055914 -1.5 -0.5 -0.9 -0.200
C 3.494301 3.682250 1.641246 -0.7 1.3 1.0 -0.052
N 2.529609 7.476184 3.379529 0.1 -1.2 0.4 0.042
H 3.071083 8.049371 0.751366 0.1 -0.2 0.2 0.087
H 1.865643 9.094021 1.523112 0.1 0.1 0.1 0.081
H 1.390652 8.000712 0.274768 -0.1 -0.1 -0.1 0.078
H 0.661413 7.243091 2.412884 -0.1 -0.3 0.2 0.128
H 1.625824 5.457011 0.802575 0.5 0.3 -0.5 0.108
H 1.147497 5.084665 2.328594 0.5 -0.7 0.9 0.092
H 4.489404 3.444190 2.017011 -0.2 -0.2 -0.3 0.090
H 3.361608 3.439020 0.587047 0.4 0.8 -0.4 0.079
H 2.733987 3.050294 2.100226 0.0 0.0 0.5 0.054
H 3.081943 6.637207 3.485078 0.3 -0.3 1.0 0.046
H 3.271044 8.112133 3.122727 -0.2 0.6 -0.3 0.062
C -3.430226 -1.674436 3.842349 -0.5 0.6 -0.5 -0.037
C -2.454669 -0.464600 3.708820 -3.2 -1.2 0.2 -0.414
C -1.879191 -0.199883 5.076069 0.5 0.7 0.0 -0.184
O -2.888768 0.134579 6.057927 0.1 -0.2 -2.7 -0.195
C -2.364012 0.510002 7.293516 -0.4 -0.8 -0.5 -0.115
N -1.584937 -0.800570 2.607491 1.9 0.1 1.0 0.061
H -2.877965 -2.613775 3.815130 0.0 0.1 0.0 0.041
H -4.104662 -1.638243 2.986825 0.1 -0.3 -0.3 0.069
H -4.113164 -1.646071 4.691406 0.4 0.2 0.3 0.075
H -3.044033 0.405751 3.420291 -0.2 0.3 0.3 0.118
H -1.217268 0.657993 4.957725 0.4 0.2 0.4 0.108
H -1.294407 -1.074292 5.361624 0.2 -0.2 0.5 0.119
H -1.943485 -0.428139 7.655673 0.4 0.4 1.1 0.088
H -3.253298 0.832938 7.834800 0.4 0.0 0.5 0.094
H -1.627328 1.308101 7.201702 0.2 0.1 0.2 0.081
H -2.014854 -0.638014 1.708132 -0.6 0.0 -0.1 0.042
H -0.796285 -0.170009 2.630362 -0.1 0.4 0.2 0.028
```
Forces are in eV/Å.

HOMO level, hartree: -0.319
Kohn-Sham gap, Eh: 0.3164
Structure (SMILES): COC[C@H](C)N.COC[C@H](C)N.COC[C@H](C)N.COC[C@H](C)N.COC[C@H](C)N.COC[C@H](C)N.NC(N)=O.NC(N)=O.NC(N)=O.NC(N)=O.NC(N)=O
LUMO level, eV: -0.08
Molar mass, g mol⁻¹: 835.11
Energy relative to the best compared isomer or geometry (same formula, charge and spin), eV: 6.010